[1]
Here is a 10-piece molecular cluster, C49H54F9O5 overall at a distorted geometry from the OMol25 dataset. Energies are from the ωB97M-V functional and the def2-TZVPD basis.

Properties
E_LUMO (spin up / spin down): 0.451 / -2.329 eV
Multiplicity: 2
⟨S²⟩: 0.75
Frontier orbital gap (spin up / spin down): 9.7 / 6.9 eV

Each line ends with the Mulliken charge.
Atoms and positions in Å:
F -6.5588 -0.9735 -0.4322  -0.280
F -4.0353 -3.7974 1.8944  -0.365
F 2.0343 -1.4954 0.1496  -0.299
F 1.9516 -0.2355 -1.3507  -0.249
F 0.9817 -2.2024 4.9786  -0.392
F 5.5670 5.3893 2.3572  -0.336
F 4.0652 5.0178 -2.2664  -0.352
F -2.7040 5.0567 0.3386  -0.346
F 1.0705 0.3405 0.5363  -0.186
O 6.3199 -4.7625 -0.5397  -0.572
O -1.1942 -0.5194 -1.0241  -0.174
O -0.0762 -2.1063 -2.1073  -0.413
O -2.7396 -2.1785 -4.2985  -0.610
O 2.6833 -2.2210 -4.2233  -0.487
C -0.9973 3.0691 -2.7417  -0.558
C -1.9579 4.0080 -3.0115  -0.776
C -1.7138 -3.8438 1.5189  -0.527
C -7.2945 -0.2038 0.3468  0.401
C 6.0563 1.9981 -0.2812  -0.714
C -2.6040 4.6186 -1.9022  -0.512
C -0.6499 2.7322 -1.4746  0.157
C -2.5601 -1.5320 5.7158  -0.588
C 5.3740 3.4519 3.8621  -0.600
C -1.8899 -0.3458 3.6277  -0.451
C -3.2379 0.6644 -0.2786  -1.282
C -0.2460 -1.6316 4.9540  0.118
C -0.4572 -4.2493 1.9268  -0.596
C 1.1953 -0.6628 -0.4151  0.817
C -8.8569 1.6452 1.8042  -0.722
C -1.2831 3.3520 -0.4059  -0.675
C -2.7933 -3.9382 2.4011  0.494
C 6.0006 4.2444 -1.0964  -0.440
C 4.9509 -2.8073 -0.3660  -0.426
C 4.8625 1.7026 -0.9227  -0.051
C 3.7594 3.9229 2.0498  -0.329
C -2.9026 -0.7108 4.5812  -0.730
C -7.8097 0.9691 2.3916  -0.140
C 4.9150 4.2388 2.7737  0.418
C -7.0524 0.0047 1.7234  -0.533
C -2.1836 4.3278 -0.6334  0.400
C 3.5295 -1.5519 -4.7531  0.803
C -2.5894 -4.3611 3.6935  -0.408
C -4.7236 -1.1829 -3.2630  -0.908
C -0.2579 -4.7150 3.2316  -0.656
C 4.5391 2.4174 4.2687  -0.584
C 4.1301 2.7619 -1.5298  -0.451
C -9.1178 1.3458 0.4381  -0.188
C -0.1179 -1.4412 -0.8670  0.915
C 5.0771 -4.4302 -2.5194  -0.532
C -1.9959 -0.2324 0.1049  0.822
C 3.4265 2.0542 3.5056  -0.364
C 6.6155 3.2326 -0.4162  -0.377
C -0.5459 -0.7889 3.8639  -0.232
C 2.9612 2.7880 2.4520  -0.305
C -8.3747 0.4319 -0.2459  -0.501
C -3.3821 -1.1763 -4.0210  0.799
C 3.7242 -0.0884 -4.4418  -0.684
C 4.7238 4.0523 -1.5840  0.122
C 4.3142 -2.0684 -5.8961  -1.249
C -1.3168 -4.6987 4.1711  -0.304
C 5.5117 -4.0259 -1.0955  0.471
C -2.8534 0.2075 -4.3528  -0.777
C -1.2180 -1.9743 5.8868  -0.298
H 4.7162 -1.2861 -6.5399  0.401
H -0.3012 -2.2409 -0.1492  -0.817
H 3.4566 4.5365 1.2142  0.435
H -1.3199 -4.9791 5.2141  0.469
H 6.6631 1.2576 0.2186  0.437
H -3.9147 -0.4401 4.3191  0.492
H 4.6253 0.2694 -4.9400  0.456
H 4.7325 -3.5531 -3.0670  -0.201
H -2.0990 4.4105 -4.0037  0.429
H 0.0431 1.9373 -1.2418  0.439
H -3.3556 -1.7903 6.3990  0.435
H 4.4958 0.6877 -0.8800  0.410
H 3.9134 0.0529 -3.3776  -0.135
H 4.8417 1.8151 5.1125  0.366
H -3.4419 5.2775 -2.0760  0.453
H 0.3973 -4.2248 1.2667  0.529
H 2.7707 1.2658 3.8445  0.468
H -1.8081 0.2332 -4.0450  0.006
H 3.7019 -2.6153 -6.6131  0.347
H -9.8948 1.8505 -0.1168  0.354
H 7.5786 3.4033 0.0417  0.402
H -6.2890 -0.6103 2.1765  0.543
H 6.4565 5.2155 -1.2210  0.401
H -4.8914 -2.1669 -2.8251  0.306
H -4.0206 -0.0747 -0.4493  0.263
H 5.3439 -2.7041 0.6454  0.452
H 4.1790 -5.0386 -2.6260  0.314
H 2.0132 2.4783 2.0377  0.401
H 5.2220 -2.6460 -5.7223  0.275
H -1.5272 0.4227 0.8392  -0.484
H -3.4801 1.0487 -4.0569  0.267
H -3.6829 1.2550 0.5222  0.409
H -1.9536 -3.8290 0.4659  0.681
H 0.2615 -0.5771 3.1785  0.650
H 3.2559 2.5364 -2.1225  0.601
H -2.1604 0.3442 2.8421  0.511
H -2.7505 0.2341 -5.4376  0.508
H -4.6349 -0.4033 -2.5064  0.012
H -9.3499 2.5164 2.2097  0.358
H 5.8653 -4.8416 -3.1500  0.363
H 3.8698 -2.7799 -0.2303  -0.031
H -0.9382 -2.6054 6.7174  0.495
H -7.4633 1.1740 3.3938  0.330
H 6.1947 3.7566 4.4947  0.431
H -0.5111 2.5882 -3.5775  0.490
H -2.2142 -1.1005 0.7268  0.384
H 5.3779 -1.9623 -0.9062  0.179
H -3.4424 -4.4166 4.3536  0.391
H 0.7691 -4.8483 3.5378  0.367
H 2.9351 0.5661 -4.8121  0.321
H -1.1135 3.0799 0.6255  0.475
H -5.4776 -0.8591 -3.9805  0.444
H -8.5640 0.2779 -1.2979  0.375
H -3.1287 1.2093 -1.2163  0.138


[2]
Here is C49H54HfIN9O6SSe as an isolated structure at a distorted geometry from the OMol25 dataset. Energies are from the ωB97M-V functional and the def2-TZVPD basis.

Properties
E_LUMO: -0.644 eV
Frontier orbital gap: 7.4 eV

Each line ends with the Mulliken charge.
Atoms and positions in Å:
Hf 12.7766 13.1884 12.9033  2.353
I 7.9244 8.7879 6.7891  0.056
Se 6.3872 13.4591 10.8112  0.215
S 13.4587 13.5388 8.1374  -0.369
O 16.8732 12.0074 13.1962  -0.735
O 12.3973 16.4492 15.8499  -0.789
O 10.8552 12.7055 12.0026  -0.175
O 12.7885 15.0909 11.7938  0.361
O 9.8680 11.0679 13.2612  -0.762
O 12.0633 11.6096 14.1465  -0.571
N 12.7518 16.5518 10.0078  -0.123
N 14.5712 11.9125 13.4244  1.145
N 13.2696 12.5976 10.8304  -0.259
N 14.4151 14.3835 13.8879  0.811
N 5.8761 13.0354 9.1254  -0.914
N 11.8766 14.6734 14.3463  1.173
N 13.4276 17.5180 7.9616  -0.348
N 14.9779 16.4420 9.4187  0.063
N 8.0057 13.9504 10.3693  -0.108
C 9.2759 13.9923 7.0527  -0.498
C 14.8483 11.5443 16.2226  1.929
C 9.7259 15.8404 13.9785  0.759
C 14.3445 9.3967 13.1720  0.270
C 9.8828 13.9881 15.6271  0.576
C 14.2213 8.1573 13.7995  -0.958
C 10.0292 16.3311 11.4569  -0.808
C 15.9808 16.1543 8.3424  -1.134
C 14.8276 15.6259 10.6194  -0.057
C 11.3702 17.7041 13.3026  -1.733
C 7.7280 15.0820 15.2459  -1.506
C 13.6986 16.8643 9.1048  0.002
C 16.7436 14.8599 13.9581  -1.109
C 14.1177 15.4170 14.6306  0.391
C 9.2975 14.1928 8.3596  -0.484
C 14.6461 10.4202 15.3311  2.216
C 15.7803 12.5438 13.3135  -0.707
C 10.1286 11.6427 12.1329  -0.114
C 9.7357 10.5159 8.4818  -0.647
C 9.9025 11.7124 16.8042  -1.833
C 6.9404 13.2743 8.3574  0.625
C 15.1439 16.2343 15.1503  -0.572
C 8.4799 14.1673 15.8867  -1.260
C 8.5877 10.0776 10.9645  -0.922
C 13.2653 12.9257 9.7028  0.292
C 14.5189 10.6122 13.9454  -2.420
C 10.2001 11.2054 9.6107  0.464
C 8.1761 13.4418 6.3212  -0.703
C 10.6188 13.0195 16.4871  3.312
C 10.4480 14.7955 14.6064  0.102
C 8.3304 15.8974 14.2836  -1.178
C 15.7029 14.0119 13.6709  0.951
C 14.6928 9.1744 15.8605  -0.393
C 14.0348 11.5088 17.5058  -1.734
C 13.3390 15.6847 10.8565  -0.993
C 12.6578 15.5515 15.0465  -0.146
C 14.1671 9.4288 11.6812  2.051
C 9.6920 10.9445 10.8844  0.635
C 15.2337 8.6011 11.0156  -1.914
C 10.9682 13.7391 17.8403  -1.673
C 8.6003 9.6789 8.5859  -0.357
C 16.3780 11.6751 16.6182  -1.632
C 16.4124 15.9951 14.7269  -0.613
C 8.0160 9.4666 9.8449  -0.468
C 8.0897 13.8318 9.0701  0.646
C 10.1338 16.8120 12.9359  0.421
C 7.0236 13.0790 6.9642  -0.691
C 14.4921 7.9973 15.1354  -1.327
C 12.7317 8.9353 11.2646  -1.518
H 15.2097 14.6067 10.4969  0.328
H 14.2697 10.4661 11.2668  -0.510
H 14.4282 10.7975 18.2614  0.461
H 7.9999 13.6088 16.6687  0.350
H 11.0409 11.2810 13.9674  0.154
H 10.0874 13.9191 18.4758  0.370
H 14.2038 17.8955 7.4226  0.244
H 14.2180 12.5069 17.8648  0.589
H 10.6595 11.0424 17.2725  0.402
H 11.0769 11.8259 9.4836  -0.354
H 6.1553 12.7257 6.4264  0.482
H 14.1604 7.3113 13.1591  0.434
H 9.1582 11.8785 17.5642  0.627
H 10.5267 17.0064 10.7685  0.463
H 17.0770 11.2317 15.8470  0.357
H 11.6295 12.7897 16.0170  -1.823
H 15.2716 16.1444 11.4721  0.171
H 11.4406 14.7007 17.7442  0.327
H 8.9605 16.2523 11.2471  0.558
H 7.7436 16.6738 13.8437  0.478
H 16.2180 8.9095 11.3673  0.419
H 14.9383 17.0243 15.8991  0.530
H 12.9708 11.3206 17.3516  0.077
H 16.7895 12.6949 16.6470  0.244
H 12.6064 9.3258 10.2322  0.396
H 17.7564 14.6812 13.6087  0.624
H 14.6270 7.0266 15.6210  0.400
H 10.1893 10.8477 7.5859  0.522
H 12.5909 7.9028 11.3386  0.514
H 15.1002 8.7260 9.9774  0.548
H 16.6511 15.3407 8.5265  0.370
H 11.5961 13.0599 18.3095  0.573
H 15.4670 15.7976 7.4737  0.437
H 10.1585 14.4402 8.9097  0.791
H 14.5610 12.4616 15.7105  -1.026
H 15.1360 7.5102 11.0550  0.364
H 16.5184 11.1848 17.5784  0.477
H 12.5317 17.9403 7.7864  0.257
H 8.1621 9.9753 11.9398  0.509
H 9.3623 17.6035 13.0569  0.650
H 11.2327 18.0088 14.3589  0.497
H 11.4085 18.6030 12.7035  0.406
H 8.3173 13.2970 5.2641  0.416
H 17.2330 16.6784 14.9804  0.471
H 14.8093 9.0753 16.9159  0.435
H 9.4279 11.2142 15.9436  0.164
H 11.9743 9.3946 11.9037  0.128
H 12.6031 10.8529 14.5448  0.052
H 10.1555 14.2297 6.4358  0.312
H 6.6898 15.1886 15.5517  0.408
H 16.6317 16.9951 8.1090  0.340
H 12.2744 17.1619 13.2206  0.041
H 10.4610 15.3290 11.3864  -0.456
H 7.0477 8.9764 9.9327  0.435